(1)
178
Properties=species:S:1:pos:R:3:forces:R:3 method="wB97M-V/def2-TZVPD" s2=0.765 multiplicity=2 total_energy_ha=-4702.68010 charge=-1 homo_lumo_gap_ha="0.0880 / 0.2225" homo_energy_ev="-1.65 / -5.31" e_lumo_ev="0.75 / 0.75"
C -25.0510 -19.2863 28.2429 0.2 1.1 0.9
C -26.4305 -19.1748 28.3200 0.4 -1.0 0.5
C -27.2007 -20.3217 28.1143 0.0 0.6 -0.6
C -26.5613 -21.4985 27.6523 -0.8 -2.8 -2.4
C -25.1548 -21.5855 27.4987 -1.5 0.9 -0.2
C -24.4797 -20.4555 27.8425 1.8 -1.4 -0.7
N -27.3074 -22.6131 26.9702 1.6 3.7 2.6
O -28.4985 -22.7561 27.3129 -1.6 -0.6 0.0
O -26.7065 -23.2862 26.1033 0.5 -1.0 -0.6
H -24.4099 -18.5299 28.6710 0.0 0.5 -0.4
H -26.7973 -18.2182 28.6616 -0.6 -0.1 -0.1
H -28.2756 -20.2223 28.1448 -0.1 -0.5 0.0
H -24.6350 -22.3481 26.9377 -0.4 -0.4 0.4
H -23.4294 -20.5999 27.6367 0.6 0.8 0.4
C -20.9962 -23.5372 33.6085 0.4 -0.6 -0.1
C -19.9488 -22.5905 33.7484 0.1 -1.0 0.7
C -18.9476 -22.8319 34.7030 -0.7 -1.9 -0.2
C -19.0456 -24.0826 35.3893 1.0 1.4 0.8
C -20.0128 -24.9983 35.2182 -2.2 -1.0 0.6
C -21.0526 -24.7238 34.3557 0.3 1.4 -1.1
N -18.1465 -24.3241 36.5550 0.7 -0.8 0.9
O -18.2458 -25.3395 37.2990 -0.1 2.4 -2.1
O -17.3208 -23.4393 36.7098 0.0 -0.7 0.6
H -21.7474 -23.4829 32.8344 -0.2 0.8 0.0
H -19.9160 -21.7193 33.1110 0.0 0.1 0.1
H -18.0556 -22.2561 34.9010 -0.3 0.4 -0.1
H -20.1880 -25.8142 35.9038 0.7 -0.2 0.1
H -21.9176 -25.3612 34.2464 0.1 -0.2 0.1
C -15.3294 -22.0515 24.0982 -0.2 -0.2 -0.8
C -16.6924 -22.6526 24.3328 0.3 -0.3 0.0
O -16.6750 -23.0761 25.6447 -2.0 -0.6 4.5
C -17.9007 -23.4877 26.1821 -1.7 -0.5 -4.2
O -18.9727 -23.4999 25.5093 3.4 0.4 2.5
O -17.6750 -24.0238 27.3397 2.0 0.4 0.4
C -18.6282 -24.6457 28.1444 -1.9 -0.5 -0.1
H -15.3972 -21.6409 23.0907 0.5 0.4 0.0
H -14.5203 -22.7813 24.1269 -0.1 -0.1 0.0
H -15.1092 -21.2942 24.8506 -0.2 0.2 -0.2
H -16.8833 -23.6298 23.8892 -0.1 0.7 -1.7
H -17.4702 -21.8977 24.2178 -0.2 -0.3 -0.5
H -19.4788 -24.9617 27.5404 -0.2 0.2 0.0
H -18.9580 -23.9413 28.9080 0.0 -0.1 0.1
H -18.2582 -25.5708 28.5864 0.6 0.3 0.0
C -19.1836 -23.3126 22.0520 -0.2 0.3 -0.3
C -19.9512 -22.7336 20.8102 1.3 -1.9 2.8
O -20.6689 -23.8979 20.3092 -1.7 1.0 -0.1
C -21.8981 -24.3037 20.7711 0.1 -0.9 -1.4
O -22.5143 -25.1654 20.1416 1.3 2.0 1.7
O -22.3150 -23.7466 21.9509 3.8 1.2 -4.0
C -23.4286 -24.3259 22.3998 -2.8 -2.0 2.9
H -18.8932 -24.3545 21.9170 0.3 0.1 -0.6
H -19.8084 -23.3885 22.9419 0.0 0.6 0.0
H -18.2902 -22.7187 22.2453 -0.1 0.0 0.2
H -19.1857 -22.4176 20.1015 -0.6 -0.3 -0.5
H -20.4937 -21.8772 21.2106 -0.8 -0.2 -0.7
H -24.3447 -24.2864 21.8104 0.2 0.6 -0.3
H -23.5490 -23.8613 23.3784 -0.7 -0.1 0.0
H -23.2324 -25.3877 22.5488 -0.2 -0.2 0.2
C -21.3088 -28.6729 33.1791 0.5 -0.3 -0.3
C -20.5102 -28.9388 34.4539 -0.5 1.6 -0.4
O -21.3504 -29.5806 35.4054 -1.0 0.0 2.3
C -22.0409 -28.8414 36.3294 -1.4 0.8 -0.5
O -22.0717 -27.5985 36.4097 0.2 -4.1 0.2
O -22.8832 -29.7794 37.0672 2.9 1.1 -2.4
C -23.6523 -29.1901 38.0584 -1.1 1.7 0.7
H -21.5989 -29.6139 32.7116 0.1 0.0 -0.1
H -20.6568 -28.1293 32.4954 0.0 -0.1 -0.1
H -22.2194 -28.0786 33.2549 0.1 0.1 0.7
H -20.1290 -27.9989 34.8531 -0.2 0.1 0.2
H -19.6142 -29.5311 34.2677 -0.4 -0.5 0.1
H -24.4133 -28.5558 37.6037 0.2 0.6 -0.1
H -23.0190 -28.6092 38.7290 -0.2 0.1 0.1
H -24.2913 -29.8516 38.6432 0.8 -0.9 -0.2
C -29.4264 -29.2656 30.3903 -2.1 -1.4 0.0
C -28.8006 -27.9453 30.1794 -1.1 0.9 1.3
O -27.4978 -28.1709 29.7123 1.6 0.9 -2.1
C -27.0120 -27.8394 28.4579 0.6 -0.7 0.1
O -25.8489 -28.0546 28.1746 -1.1 0.3 0.5
O -27.9146 -27.3602 27.6043 -0.1 -0.3 0.5
C -27.4985 -26.9131 26.2859 -0.8 0.1 -0.2
H -30.2800 -29.3035 31.0670 0.2 0.9 0.9
H -28.7358 -29.9957 30.8123 0.1 -0.1 -0.6
H -30.0369 -29.5994 29.5513 1.0 -0.6 -0.8
H -28.7687 -27.4787 31.1639 0.8 0.2 0.0
H -29.4322 -27.2249 29.6596 0.4 -0.3 -0.8
H -27.3481 -27.6914 25.5377 0.6 -0.7 0.7
H -26.6461 -26.2349 26.3253 -0.4 0.1 0.1
H -28.4190 -26.4780 25.8966 0.3 0.8 0.3
C -20.5467 -34.2892 27.3829 -1.4 1.5 0.2
C -19.7936 -33.3294 28.2716 4.4 -1.4 0.5
O -20.1075 -31.9498 28.3866 -4.9 -3.7 -3.2
C -19.5170 -31.1489 29.1284 4.1 2.0 1.0
O -18.3768 -31.3497 29.5528 -1.8 1.0 0.6
O -20.2502 -30.0107 29.1124 0.1 0.1 1.4
C -19.6788 -28.9281 29.8350 1.3 0.5 0.7
H -21.5458 -33.9324 27.6332 -0.8 -0.6 -1.1
H -20.4866 -35.3456 27.6448 0.3 0.3 0.6
H -20.2551 -34.2399 26.3337 -0.5 0.5 0.0
H -18.7683 -33.3412 27.9018 0.3 0.2 0.0
H -19.6477 -33.8084 29.2398 -0.5 0.5 0.5
H -19.2870 -29.1572 30.8260 0.1 -1.0 -0.1
H -20.3547 -28.1246 30.1277 -0.6 -0.2 -1.3
H -18.8089 -28.5974 29.2676 -0.2 0.5 0.0
C -23.9516 -25.4929 26.0182 1.2 -0.3 0.7
C -22.4599 -25.1092 26.1167 -0.6 0.0 -0.6
O -21.8672 -25.4481 27.3899 2.0 -1.8 -4.7
C -22.2710 -25.0860 28.5043 -4.2 4.5 1.8
O -23.0939 -24.1266 28.6378 2.6 -3.1 1.1
O -21.6607 -25.9019 29.3666 -0.1 0.6 3.0
C -22.0405 -25.8305 30.7725 -1.6 -1.5 0.4
H -24.4834 -24.8866 26.7516 -0.4 0.3 -0.7
H -24.1346 -26.5210 26.3306 0.3 -0.2 -0.1
H -24.2331 -25.4078 24.9687 -0.4 0.4 0.3
H -22.3385 -24.0617 25.8408 0.0 0.3 0.8
H -21.8095 -25.6060 25.3967 -0.3 -0.5 0.2
H -22.3190 -26.8379 31.0817 0.5 -0.6 -0.5
H -23.0239 -25.4123 30.9871 0.3 1.2 -0.7
H -21.3370 -25.5596 31.5597 0.7 0.8 -0.9
C -27.1352 -19.2977 31.6251 -0.2 -1.8 0.2
C -26.4031 -20.6596 31.3392 0.6 1.6 -1.3
O -24.9904 -20.2800 31.4422 1.5 -1.9 1.1
C -23.9690 -21.2127 31.4091 -1.1 2.7 0.1
O -24.0115 -22.3973 31.4504 -0.5 -1.0 -0.1
O -22.8321 -20.4762 31.3963 0.6 0.0 -1.3
C -21.7420 -20.9677 30.5680 0.5 -0.9 1.0
H -28.1656 -19.5913 31.8254 -0.3 0.3 -0.4
H -27.0673 -18.5673 30.8189 0.1 -0.3 0.1
H -26.8098 -18.8475 32.5629 0.4 -0.1 -0.1
H -26.4097 -20.9778 30.2967 -0.9 0.3 -0.1
H -26.8207 -21.5128 31.8739 0.7 0.2 0.9
H -21.0436 -21.4991 31.2144 0.1 0.0 0.3
H -21.1572 -20.1632 30.1221 -0.7 0.3 0.0
H -21.9801 -21.7365 29.8328 -0.8 0.4 -0.2
C -19.4394 -27.0380 24.5400 1.0 1.0 0.3
C -18.6747 -28.0647 23.6120 -1.2 2.7 2.1
O -18.8829 -29.3530 24.1427 -0.4 -0.7 1.1
C -19.0249 -30.3509 23.3421 -0.6 -3.5 -0.7
O -19.1719 -30.3155 22.1555 0.3 0.2 -0.7
O -19.0487 -31.5819 24.0332 -0.5 3.2 1.8
C -18.8024 -32.7697 23.3638 0.9 0.5 -2.1
H -20.1969 -27.3666 25.2515 0.3 -0.6 -0.3
H -19.8827 -26.1795 24.0354 -0.3 -0.4 -0.8
H -18.6729 -26.4747 25.0721 0.1 -0.3 0.7
H -17.6280 -27.8913 23.8621 0.1 0.2 -1.1
H -19.0646 -27.7634 22.6398 0.7 -1.3 -0.4
H -17.7444 -32.7183 23.1067 0.3 -0.8 0.2
H -19.2798 -32.7288 22.3848 -0.5 -0.5 0.1
H -19.0609 -33.6533 23.9473 -0.1 0.4 0.1
C -32.3297 -26.0930 31.1886 -1.4 -0.5 0.0
C -31.4532 -24.9086 31.0143 -0.7 1.4 0.5
O -30.1416 -25.2697 31.0344 5.6 -0.1 -1.2
C -29.0485 -24.3005 30.9452 -1.9 0.8 2.2
O -29.1567 -23.0906 31.0688 -0.3 -2.4 -0.9
O -27.9128 -24.9909 31.0537 -0.6 -0.7 -0.5
C -26.7099 -24.2595 31.0053 2.0 1.8 -0.6
H -32.4506 -26.6444 30.2561 0.6 -0.5 0.2
H -33.3502 -25.7325 31.3174 -0.1 0.3 0.2
H -32.1525 -26.7086 32.0705 0.4 -0.2 -0.3
H -31.4885 -24.2569 31.8873 -1.2 0.7 -0.3
H -31.7244 -24.4896 30.0453 0.0 0.8 0.2
H -26.3288 -23.7910 31.9127 -1.0 -0.1 0.7
H -26.7022 -23.4434 30.2828 -0.7 0.0 -0.2
H -25.8048 -24.7849 30.7006 -0.7 -1.2 -0.2
C -22.6641 -30.5200 26.4750 1.1 -0.6 0.2
C -23.7263 -30.1298 25.5269 0.3 2.1 -0.1
O -23.3416 -30.1605 24.1332 1.3 0.3 -2.3
C -22.6109 -29.2091 23.4302 0.6 1.7 0.9
O -22.2008 -28.1033 23.8665 -1.4 -3.7 -1.4
O -22.4031 -29.6817 22.1350 -0.9 -0.9 2.6
C -21.7738 -28.9108 21.1392 -0.2 2.1 -0.1
H -21.7211 -29.9859 26.3579 0.0 -0.1 -0.3
H -22.5495 -31.5930 26.3218 0.7 -0.1 0.5
H -22.9673 -30.3044 27.4996 -0.3 -0.2 0.0
H -23.9815 -29.0931 25.7462 -0.8 -0.1 0.0
H -24.5113 -30.8692 25.6860 -0.4 0.6 -0.7
H -21.7612 -29.3922 20.1614 0.0 -0.8 0.6
H -20.7767 -28.5629 21.4094 0.0 -0.4 0.1
H -22.3836 -28.0242 20.9653 0.0 0.3 0.1

***

(2)
34
Properties=species:S:1:pos:R:3:forces:R:3 method="wB97M-V/def2-TZVPD" total_energy_ha=-1493.76180 charge=+1 relative_energy_ev=7.887 homo_lumo_gap_ha=0.2972 homo_energy_ev=-13.49 smiles="CC[C@H](C)c1nn(Cl)c(B(C)O)c([PH2]=O)c1=[NH2+]" e_lumo_ev=-5.41
C -4.4127 1.5189 0.0055 -1.0 -0.8 -0.4
C -3.1411 0.7539 -0.6917 0.1 -0.5 -0.1
C -1.7617 1.6626 -0.7765 -0.6 0.9 0.2
C -1.4420 2.2061 -2.3258 1.4 -1.0 1.1
C -0.4353 0.8816 -0.1129 -1.3 1.3 -0.2
N 0.1937 1.6448 0.9653 -0.7 -5.2 -4.4
N 1.2701 0.9689 1.3985 1.4 -2.4 -0.2
Cl 2.1335 1.8455 2.6658 -0.6 -0.7 -1.1
C 1.8389 -0.3145 1.0254 -2.1 -0.5 -1.9
B 3.2133 -0.8542 1.7868 3.1 0.2 -0.5
C 3.3013 -1.3550 3.3504 0.7 0.3 0.0
O 4.4665 -0.8277 0.9599 -3.3 2.5 1.9
C 1.2059 -1.2688 -0.1052 -3.0 5.7 1.4
P 1.8973 -2.9807 -0.5761 4.7 -0.4 -2.1
O 3.4490 -3.0286 -0.8723 -5.0 0.4 1.5
C -0.0908 -0.5331 -0.7605 2.4 -0.8 1.5
N -0.8618 -1.2259 -1.8595 3.1 2.4 1.8
H -4.1729 2.0320 1.0379 -0.3 -0.9 -2.3
H -5.2251 0.6744 0.2326 1.8 1.9 -0.5
H -4.9584 2.2566 -0.7576 1.5 -1.4 1.8
H -3.4489 0.4145 -1.7912 0.6 0.7 2.3
H -2.9239 -0.2315 -0.0936 -0.4 1.9 -1.1
H -2.0201 2.6620 -0.1749 1.0 -2.4 -0.9
H -2.3822 2.1578 -3.0219 1.9 0.2 1.5
H -0.5650 1.4962 -2.7134 -2.0 1.6 0.3
H -0.9651 3.2687 -2.2103 -1.1 -2.0 -0.6
H 4.4360 -1.1979 3.6863 -2.5 -0.4 -0.7
H 3.0902 -2.5032 3.4306 0.1 2.1 0.1
H 2.6171 -0.6870 4.0472 1.2 -1.8 -1.4
H 4.5648 0.1213 0.5943 -0.2 -2.3 0.3
H 1.2374 -3.3564 -1.8344 -0.1 0.6 1.3
H 1.4340 -3.9348 0.4036 0.0 0.9 -0.4
H -1.4149 -0.5736 -2.4547 0.5 -0.5 0.9
H -0.1272 -1.6930 -2.4576 -1.3 0.5 0.8

***

(3)
72
Properties=species:S:1:pos:R:3:forces:R:3 method="wB97M-V/def2-TZVPD" total_energy_ha=-47039.70914 charge=0 relative_energy_ev=1.020 homo_lumo_gap_ha=0.3704 homo_energy_ev=-9.94 smiles=BrCCBr.BrCCBr.BrCCBr.BrCCBr.BrCCBr.BrCCBr.BrCCBr.BrCCBr.BrCCBr e_lumo_ev=0.14
Br -5.2220 0.7158 -3.2592 -0.1 0.3 -0.4
C -5.5791 2.1517 -1.9976 -0.6 0.2 0.1
C -4.2889 2.7201 -1.5418 0.7 0.2 0.5
Br -4.6294 4.0853 -0.1814 0.0 0.0 -0.2
H -6.1506 1.7411 -1.1715 0.1 -0.3 0.0
H -6.2038 2.9098 -2.4606 0.0 -0.1 -0.4
H -3.6981 3.1649 -2.3345 -0.1 0.2 -0.1
H -3.6528 2.0034 -1.0390 -0.1 -0.2 0.0
Br -5.6687 -3.4906 -1.7374 0.0 0.1 0.0
C -4.9532 -1.8462 -0.9605 -0.7 -0.6 1.0
C -5.4913 -1.7221 0.4508 -0.3 -0.3 -0.1
Br -4.8920 -0.0189 1.1756 0.1 0.0 0.1
H -5.3399 -1.0150 -1.5316 0.5 -0.2 -0.3
H -3.8837 -1.9874 -0.9291 0.3 0.3 -0.4
H -5.1859 -2.5318 1.1065 0.3 0.1 0.1
H -6.5757 -1.6884 0.4680 0.0 0.1 -0.1
Br 1.9347 3.3289 4.1049 0.2 0.0 -0.1
C 3.0105 2.5963 2.6317 -0.7 0.3 0.4
C 3.8444 3.7206 2.0819 -0.5 -0.6 -0.1
Br 4.7789 3.0373 0.5060 0.3 1.2 -0.4
H 2.2598 2.2481 1.9305 0.1 0.1 -0.2
H 3.5707 1.7414 2.9924 -0.3 1.0 0.5
H 4.5580 4.0736 2.8109 0.3 0.1 -0.1
H 3.1803 4.4966 1.7304 0.2 0.3 -0.1
Br 2.7366 1.8439 -5.7317 0.0 0.1 0.3
C 3.7594 2.4529 -4.1649 -0.2 -0.5 -0.3
C 2.9199 2.5369 -2.9083 -0.1 0.3 -0.3
Br 2.2383 0.8016 -2.3423 0.1 0.3 -0.3
H 4.1640 3.4075 -4.4805 -0.1 0.2 0.3
H 4.5700 1.7379 -4.0796 0.0 0.0 0.1
H 2.0728 3.2037 -3.0438 -0.2 -0.2 -0.1
H 3.4862 2.9264 -2.0663 0.2 -0.1 0.0
Br -2.1444 -4.6812 0.3860 -0.2 0.2 -0.3
C -0.2310 -4.4336 0.3635 0.3 1.0 0.4
C 0.4692 -5.6842 0.7233 0.1 -0.8 0.4
Br 0.2531 -7.0099 -0.6821 0.2 -0.1 0.1
H -0.0369 -3.6791 1.1263 0.0 -0.1 0.1
H 0.1566 -4.0120 -0.5597 -0.5 -0.1 -0.4
H 0.0666 -6.1001 1.6436 -0.1 -0.2 -0.1
H 1.5284 -5.5299 0.8958 0.2 0.1 -0.3
Br 5.7462 0.6273 3.3756 0.1 -0.1 0.2
C 4.4538 0.2108 1.9765 0.8 -0.8 -0.4
C 4.8877 -1.0648 1.3141 0.1 -0.7 0.1
Br 3.6822 -1.5128 -0.1647 0.1 -0.1 0.4
H 4.5321 1.0671 1.3162 -0.3 -0.7 0.1
H 3.4785 0.1204 2.4311 0.0 -0.4 0.0
H 4.8967 -1.8975 2.0189 -0.3 0.0 -0.1
H 5.8743 -1.0468 0.8668 0.1 0.4 0.0
Br -1.5221 -1.8791 -3.3156 0.0 0.0 -0.1
C -1.3720 -0.4128 -4.6268 -0.1 -0.4 0.7
C -2.0947 -0.8345 -5.8661 -0.5 0.2 -0.5
Br -1.4639 0.2219 -7.3901 0.0 -0.2 0.2
H -0.3124 -0.2393 -4.7430 0.1 0.0 -0.1
H -1.8669 0.4184 -4.1413 0.1 0.3 -0.1
H -3.1568 -0.6130 -5.8082 0.0 0.0 0.1
H -2.0111 -1.8887 -6.0993 0.4 0.0 -0.1
Br -0.8364 2.1098 -0.6517 -0.2 0.0 0.0
C -0.8823 0.1761 -0.5148 0.8 -0.2 -0.2
C -0.9502 -0.3018 0.8999 -0.5 0.0 0.4
Br 0.6365 0.2767 1.8620 -0.3 -0.2 0.2
H 0.0732 -0.1494 -0.9185 0.0 0.1 -0.2
H -1.6564 -0.2105 -1.1687 -0.3 0.1 0.3
H -0.9551 -1.3882 0.9776 0.1 0.0 -0.3
H -1.8335 0.0516 1.4262 0.1 0.2 0.1
Br -0.2360 1.1454 7.3417 -0.1 0.1 0.1
C 1.2954 0.0627 6.8872 0.5 -0.3 -0.3
C 1.4392 0.0001 5.3704 0.7 -0.3 0.6
Br 2.5520 -1.5508 4.8844 -0.3 -0.1 0.0
H 1.1799 -0.9326 7.3083 -0.4 0.1 0.0
H 2.1676 0.4962 7.3687 0.0 0.2 -0.1
H 2.0458 0.8007 4.9695 -0.4 0.3 0.1
H 0.4779 -0.0779 4.8895 -0.1 -0.2 -0.3

***

(4)
52
Properties=species:S:1:pos:R:3:forces:R:3 method="wB97M-V/def2-TZVPD" total_energy_ha=-2372.49830 charge=0 homo_lumo_gap_ha=0.3108 homo_energy_ev=-8.45 smiles=CCCCCB1OB(C[C@@H](C)I)OB(P(C)CC)O1.ClCCCl e_lumo_ev=0.01
C 0.6774 -0.2327 -5.1294 0.0 0.3 1.6
C -0.6983 -0.4325 -4.1991 -0.1 -1.4 -1.2
C -1.9264 0.5522 -4.6443 -0.4 -0.6 0.4
C -1.9183 2.0465 -3.9860 -0.2 0.9 -1.3
C -0.5961 2.4318 -3.1022 -0.6 1.0 0.7
B -0.7662 2.0994 -1.4664 0.4 -0.1 -1.1
O 0.5142 1.9291 -0.7241 -4.0 -1.2 1.8
B 0.3071 1.2248 0.5570 -0.2 -0.2 -1.3
C 1.4624 1.3898 1.7152 0.8 0.1 0.0
C 2.3135 0.0255 2.0470 -1.0 0.7 2.8
C 1.3795 -1.2446 2.5439 0.3 0.1 0.0
I 3.7029 -0.4743 0.4121 -0.8 0.1 0.7
O -0.9691 0.4460 0.7253 1.2 4.6 -0.3
B -2.0148 1.5077 0.5089 0.9 -2.1 -2.2
P -3.0672 2.1316 1.9816 0.0 0.6 0.5
C -4.7260 1.1856 1.9702 -0.8 -0.9 0.6
C -2.0096 1.7131 3.5473 0.4 -0.6 0.2
C -2.9660 2.0160 4.8466 0.8 -0.2 -0.7
O -2.1185 2.0263 -0.8786 3.6 -0.8 2.4
H 1.5471 -0.0631 -4.3329 -1.6 -0.2 -2.0
H 0.5502 0.7149 -5.8187 0.5 -2.0 1.3
H 0.9504 -1.2022 -5.7251 -0.7 2.0 1.0
H -1.0564 -1.5443 -4.4478 0.6 2.4 0.7
H -0.4379 -0.4320 -3.0585 -0.6 0.3 -2.1
H -1.9176 0.6077 -5.8287 -0.1 -0.1 2.5
H -2.9518 0.0401 -4.3102 2.3 1.0 -0.9
H -2.9528 2.2210 -3.4170 2.6 -0.4 -0.9
H -1.9484 2.8188 -4.8958 0.0 -1.6 1.9
H 0.4217 2.0250 -3.5132 -2.1 0.6 0.7
H -0.5050 3.6216 -3.1459 -0.1 -2.4 0.1
H 0.9523 1.7631 2.7029 1.0 -0.9 -1.7
H 2.2430 2.2316 1.3965 -1.8 -1.8 0.6
H 3.0063 0.2918 2.9819 -1.3 -0.6 -2.3
H 0.7001 -1.6408 1.6711 1.5 0.7 1.7
H 0.6724 -0.9584 3.4611 1.6 -0.2 -2.1
H 2.1159 -2.0629 2.9424 -1.6 1.4 -1.0
H -5.1097 1.0156 0.8759 0.9 0.4 2.1
H -5.5274 1.8386 2.5543 1.7 -1.5 -1.3
H -4.5891 0.1367 2.5066 -0.5 2.1 -1.2
H -1.0520 2.4244 3.5094 -2.3 -1.4 0.1
H -1.5768 0.6144 3.5333 -1.1 2.1 0.1
H -3.1607 3.1705 4.8831 0.4 -2.3 0.2
H -3.9881 1.4755 4.6654 2.0 0.9 0.7
H -2.3879 1.6027 5.7939 -1.6 1.1 -1.8
Cl 6.5334 -5.2273 2.4019 0.0 0.0 0.0
C 5.4362 -5.7082 1.0834 -0.2 -0.1 -0.2
C 4.4273 -4.6204 0.7503 0.2 -0.1 -0.3
Cl 3.2384 -4.3836 2.0551 0.1 -0.1 0.0
H 4.9427 -6.6402 1.3749 0.1 0.3 0.0
H 6.0629 -5.9134 0.2102 -0.1 0.1 0.1
H 3.8631 -4.8983 -0.1447 0.1 0.0 0.2
H 4.9177 -3.6601 0.5597 -0.1 -0.2 0.2